{
  "formula": "C3H7NO",
  "method": "ωB97M-V with the def2-TZVPD basis set",
  "symbols": ["O", "C", "C", "C", "N", "H", "H", "H", "H", "H", "H", "H"],
  "coordinates": [[0.085751, 0.556298, 1.728928], [-0.608238, -0.512385, 1.111842], [-0.294239, -0.685412, -0.363494], [0.190063, 0.753352, -1.050986], [1.064096, -0.283718, -0.645714], [1.002368, 0.473753, 1.418490], [-1.677277, -0.325047, 1.230748], [-0.385863, -1.459610, 1.635698], [-1.008307, -0.191351, -1.114916], [0.038580, 1.612338, -0.420629], [0.104379, 0.906972, -2.134001], [1.470107, -0.764551, -1.435510]],
  "forces_ev_per_a": [[0.243, -0.022, 0.069], [-0.367, -0.138, -0.141], [-0.573, 1.342, -0.196], [0.906, 0.692, 0.167], [0.285, -0.097, -0.350], [-0.144, 0.048, 0.152], [0.050, 0.033, 0.060], [0.001, 0.204, -0.276], [-0.498, -1.995, -0.044], [0.387, 0.109, 0.153], [-0.375, -0.115, 0.441], [0.085, -0.059, -0.035]],
  "nbo_charge": [-0.727, -0.104, -0.213, -0.231, -0.613, 0.476, 0.183, 0.175, 0.261, 0.224, 0.202, 0.370],
  "smiles": "OC[C@H]1CN1",
  "relative_energy_ev": 4.333,
  "total_charge": 0,
  "homo_energy_ev": -8.9,
  "orbital_gap_ev": 9.9,
  "spin_multiplicity": 1
}


{
  "formula": "C4H13N2O",
  "method": "ωB97M-V with the def2-TZVPD basis set",
  "symbols": ["C", "C", "N", "C", "H", "H", "H", "H", "H", "H", "H", "H", "H", "H", "C", "N", "O", "H", "H", "H"],
  "coordinates": [[-1.495107, -1.056608, 1.256860], [-0.378842, -1.686432, 0.444543], [0.836609, -0.804577, 0.434953], [1.985243, -1.370191, -0.326512], [-1.801764, -0.108464, 0.813893], [-2.353540, -1.729279, 1.262548], [-1.183431, -0.881333, 2.282546], [-0.076963, -2.652668, 0.846048], [-0.642336, -1.824370, -0.603874], [1.153041, -0.614535, 1.385441], [0.573227, 0.127241, 0.045591], [2.235231, -2.343094, 0.079877], [2.842796, -0.716148, -0.205276], [1.725121, -1.424482, -1.379539], [-0.226366, 2.793665, -0.515632], [-0.971781, 2.890216, -1.615135], [0.367706, 1.782898, -0.153566], [-0.187015, 3.704598, 0.091652], [-1.012678, 2.138717, -2.292800], [-1.389153, 3.774848, -1.851617]],
  "forces_ev_per_a": [[0.039, -0.056, -0.367], [0.155, 0.056, 0.091], [0.063, -0.091, -0.143], [0.062, 0.231, 0.057], [-0.042, -0.007, 0.061], [0.052, 0.081, 0.048], [-0.009, -0.012, 0.147], [0.027, 0.006, 0.010], [-0.101, -0.008, 0.044], [-0.184, -0.036, 0.085], [0.104, 0.034, 0.081], [-0.076, -0.167, -0.079], [0.004, 0.113, -0.021], [-0.053, -0.127, 0.032], [-0.023, -0.104, 0.112], [0.040, 0.045, -0.162], [-0.015, -0.123, -0.094], [-0.020, 0.054, -0.055], [0.004, 0.148, 0.216], [-0.028, -0.038, -0.065]],
  "nbo_charge": [-0.632, -0.213, -0.520, -0.418, 0.224, 0.252, 0.223, 0.219, 0.217, 0.422, 0.480, 0.228, 0.238, 0.229, 0.560, -0.774, -0.712, 0.148, 0.411, 0.418],
  "relative_energy_ev": 0.382,
  "total_charge": 1,
  "homo_energy_ev": -14.5,
  "orbital_gap_ev": 11.8,
  "spin_multiplicity": 1
}


{
  "formula": "C4H6N2",
  "method": "ωB97M-V with the def2-TZVPD basis set",
  "symbols": ["C", "N", "C", "C", "N", "C", "H", "H", "H", "H", "H", "H"],
  "coordinates": [[-2.117414, -1.259015, -0.018748], [-1.709092, -0.186731, -0.012691], [-1.123587, 1.050664, -0.040585], [0.490417, 0.943108, 0.059989], [1.128832, -0.087733, 0.048732], [1.923868, -1.023495, 0.019257], [-2.537476, -2.250443, 0.003328], [-1.263127, 1.566750, 0.961259], [-1.472746, 1.574779, -0.942603], [1.092372, 1.968261, 0.039741], [2.177023, -1.442501, -0.904276], [2.505441, -1.169760, 0.880227]],
  "forces_ev_per_a": [[0.439, 1.933, 0.091], [-1.195, -3.732, 0.094], [3.003, 1.836, 2.035], [-1.653, 4.105, -1.360], [-0.335, -0.451, -0.081], [0.961, 0.409, 0.189], [-0.159, -0.285, -0.035], [-0.868, -0.160, -1.309], [0.387, 0.339, 0.442], [-1.410, -2.024, -0.120], [0.404, -0.829, -1.463], [0.425, -1.141, 1.517]],
  "nbo_charge": [0.536, -0.204, -0.315, 0.243, -0.258, 0.149, 0.338, 0.326, 0.332, 0.320, 0.264, 0.269],
  "smiles": "C#[N+]CC=[N+]=C",
  "relative_energy_ev": 1.476,
  "total_charge": 2,
  "homo_energy_ev": -21.7,
  "orbital_gap_ev": 11.7,
  "spin_multiplicity": 1
}


| no. | LUMO level (eV) |
| --- | --- |
| 1 | 0.990 |
| 2 | -2.617 |
| 3 | -9.929 |